## w
87
Properties=species:S:1:pos:R:3 method="wB97M-V/def2-TZVPD" lumo_ev=3.6 charge=-2 orbital_gap_ev=3.89 homo_ev=-0.263
Ca 1.346 -1.229 -0.063
F -2.881 -5.418 -0.030
C -1.902 -4.794 0.694
C -1.153 -3.795 0.118
C -0.133 -3.142 0.822
C 0.082 -3.537 2.166
C -0.710 -4.551 2.700
F -0.566 -4.982 3.996
C -1.704 -5.204 1.997
C 1.138 -2.828 2.955
C 1.516 -3.153 4.264
C 2.494 -2.413 4.902
C 3.100 -1.356 4.244
C 2.686 -1.101 2.950
N 1.748 -1.807 2.332
H -1.381 -3.523 -0.908
H -2.294 -5.982 2.458
H 1.049 -3.974 4.779
H 2.781 -2.667 5.916
H 3.867 -0.751 4.708
H 3.127 -0.294 2.373
Cl 8.015 1.478 -1.938
C 6.690 0.446 -1.430
C 6.915 -0.886 -1.229
C 5.882 -1.739 -0.821
I 6.284 -3.763 -0.518
C 4.566 -1.301 -0.598
O 3.601 -2.028 -0.232
C 4.365 0.132 -0.821
N 3.105 0.570 -0.593
C 2.818 1.841 -0.755
C 3.785 2.779 -1.162
C 5.064 2.360 -1.397
C 5.401 0.999 -1.228
H 7.907 -1.287 -1.387
H 1.786 2.110 -0.553
H 3.502 3.817 -1.282
H 5.830 3.058 -1.711
C -1.949 -3.650 -3.730
N -0.651 -3.122 -3.394
C 0.371 -3.848 -2.931
N 0.151 -5.177 -2.783
S 1.853 -3.177 -2.520
H -2.612 -2.811 -3.933
H -2.371 -4.232 -2.905
H -1.918 -4.275 -4.630
H -0.491 -2.122 -3.531
H -0.621 -5.643 -3.225
H 0.944 -5.719 -2.489
C -2.670 -0.353 -1.675
N -2.373 0.936 -2.268
C -2.762 2.146 -1.715
C -2.163 3.124 -2.417
N -1.415 2.488 -3.393
C -1.526 1.146 -3.295
S -0.751 0.030 -4.313
H -3.691 -0.341 -1.297
H -1.974 -0.531 -0.851
H -2.563 -1.117 -2.441
H -3.360 2.191 -0.823
H -2.154 4.190 -2.271
H -0.785 2.916 -4.047
C -0.103 0.758 0.291
C -0.821 1.658 0.739
C -1.707 2.705 1.161
C -1.517 4.002 0.596
C -0.270 4.346 -0.001
C -0.076 5.517 -0.702
C -1.107 6.445 -0.871
C -2.336 6.146 -0.286
C -2.540 4.979 0.430
C -2.846 2.322 1.958
C -3.641 3.225 2.707
C -4.728 2.806 3.455
C -5.091 1.464 3.518
C -4.302 0.547 2.826
C -3.214 0.955 2.078
H 0.539 3.636 0.099
H 0.902 5.715 -1.133
H -0.954 7.365 -1.423
H -3.168 6.834 -0.406
H -3.535 4.779 0.804
H -3.363 4.271 2.741
H -5.294 3.544 4.016
H -5.943 1.141 4.105
H -4.534 -0.512 2.877
H -2.595 0.219 1.578

## x
87
Properties=species:S:1:pos:R:3 method="wB97M-V/def2-TZVPD" lumo_ev=3.7 charge=-2 orbital_gap_ev=3.99 homo_ev=-0.334
Ca -0.517 -0.932 -0.967
F -3.613 -2.681 -5.619
C -2.549 -1.928 -5.216
C -2.268 -1.786 -3.877
C -1.187 -1.000 -3.442
C -0.403 -0.371 -4.438
C -0.698 -0.607 -5.781
F 0.074 -0.100 -6.797
C -1.766 -1.368 -6.207
C 0.667 0.574 -3.979
C 1.424 1.391 -4.830
C 2.338 2.282 -4.292
C 2.497 2.360 -2.920
C 1.721 1.517 -2.138
N 0.840 0.655 -2.648
H -2.900 -2.298 -3.156
H -1.970 -1.512 -7.259
H 1.289 1.342 -5.895
H 2.919 2.918 -4.952
H 3.192 3.046 -2.452
H 1.777 1.516 -1.053
Cl -4.859 -4.699 3.950
C -4.035 -4.149 2.501
C -4.500 -4.534 1.279
C -3.870 -4.099 0.102
I -4.572 -4.750 -1.752
C -2.768 -3.231 0.097
O -2.180 -2.794 -0.936
C -2.271 -2.877 1.425
N -1.154 -2.116 1.421
C -0.605 -1.776 2.563
C -1.153 -2.159 3.805
C -2.287 -2.919 3.829
C -2.886 -3.320 2.613
H -5.364 -5.182 1.218
H 0.292 -1.169 2.493
H -0.664 -1.841 4.718
H -2.732 -3.230 4.765
C -0.240 -4.281 -4.796
N 0.597 -3.727 -3.755
C 0.505 -4.027 -2.453
N -0.563 -4.770 -2.081
S 1.668 -3.514 -1.344
H 0.039 -3.822 -5.741
H -1.295 -4.046 -4.627
H -0.122 -5.366 -4.866
H 1.391 -3.167 -4.001
H -1.426 -4.625 -2.592
H -0.715 -4.746 -1.086
C -2.373 1.838 2.320
N -1.569 2.531 1.338
C -0.464 3.326 1.598
C 0.075 3.660 0.413
N -0.722 3.078 -0.557
C -1.715 2.354 0.007
S -2.925 1.478 -0.798
H -2.062 2.163 3.311
H -2.222 0.763 2.222
H -3.427 2.059 2.160
H -0.121 3.519 2.600
H 0.972 4.208 0.185
H -0.508 2.994 -1.535
C 0.786 0.330 0.654
C 1.413 0.989 1.492
C 2.079 1.836 2.435
C 1.714 1.726 3.823
C 0.472 1.150 4.200
C 0.093 0.999 5.521
C 0.922 1.409 6.563
C 2.155 1.969 6.225
C 2.545 2.121 4.908
C 2.995 2.824 1.928
C 3.248 4.079 2.550
C 4.061 5.039 1.974
C 4.683 4.825 0.744
C 4.463 3.600 0.117
C 3.651 2.634 0.683
H -0.188 0.823 3.403
H -0.876 0.560 5.746
H 0.628 1.284 7.598
H 2.836 2.279 7.012
H 3.522 2.531 4.693
H 2.762 4.304 3.490
H 4.201 5.985 2.489
H 5.316 5.581 0.296
H 4.951 3.388 -0.831
H 3.525 1.677 0.191

Stability check: which of them is most stable? x.

## w
57
Properties=species:S:1:pos:R:3 method="wB97M-V/def2-TZVPD" lumo_ev=0.7 orbital_gap_ev=9.86 homo_ev=-9.161 smiles=COC[C@H](C)N.COC[C@H](C)N.COC[C@H](C)N.O.O
C -2.439 1.099 -1.612
C -1.113 1.048 -0.920
C -0.828 2.443 -0.302
O -0.901 3.500 -1.235
C 0.257 4.104 -1.615
N -1.138 -0.014 0.031
H -2.732 0.118 -1.988
H -2.219 1.765 -2.446
H -3.217 1.495 -0.960
H -0.365 0.775 -1.664
H 0.121 2.439 0.233
H -1.497 2.531 0.554
H 1.090 3.451 -1.876
H 0.707 4.652 -0.787
H -0.009 4.857 -2.357
H -1.267 -0.899 -0.437
H -1.958 0.152 0.597
C -1.594 -3.085 5.232
C -1.205 -3.151 3.813
C -2.255 -3.798 2.848
O -3.639 -3.335 3.020
C -4.489 -3.686 1.913
N -0.739 -1.817 3.384
H -2.144 -3.984 5.510
H -2.302 -2.300 5.496
H -0.711 -2.877 5.836
H -0.359 -3.830 3.716
H -2.232 -4.875 3.013
H -2.025 -3.738 1.785
H -5.358 -4.220 2.298
H -4.196 -4.461 1.204
H -4.918 -2.824 1.402
H -0.050 -1.535 4.067
H -0.118 -1.887 2.590
C 3.387 1.300 -5.084
C 2.891 1.786 -3.734
C 3.999 1.619 -2.697
O 3.624 1.568 -1.352
C 4.419 0.821 -0.478
N 2.540 3.156 -3.882
H 4.128 1.988 -5.490
H 2.606 1.184 -5.835
H 3.862 0.320 -5.141
H 2.043 1.181 -3.414
H 4.775 2.381 -2.768
H 4.538 0.688 -2.875
H 4.377 -0.212 -0.821
H 4.059 0.717 0.546
H 5.439 1.204 -0.528
H 2.009 3.307 -4.728
H 1.999 3.519 -3.110
O -2.768 -0.453 2.518
H -1.971 -0.861 2.855
H -3.480 -0.978 2.883
O 1.250 -0.962 1.253
H 1.732 -0.803 0.442
H 0.384 -0.585 1.097

## x
57
Properties=species:S:1:pos:R:3 method="wB97M-V/def2-TZVPD" lumo_ev=0.4 orbital_gap_ev=7.47 homo_ev=-7.085
O 0.608 1.135 0.492
H 1.532 0.935 0.341
H 0.134 0.446 0.027
O 2.736 0.975 0.402
H 3.512 0.643 -0.050
H 2.721 1.911 0.198
C 1.302 -2.210 -3.246
C 1.230 -1.706 -1.821
C -0.228 -1.383 -1.270
O -0.160 -0.615 -0.026
C -1.393 -0.429 0.675
N 1.691 -2.740 -0.942
H 0.609 -3.047 -3.334
H 2.322 -2.537 -3.451
H 1.051 -1.421 -3.955
H 1.909 -0.866 -1.673
H -0.846 -2.262 -1.083
H -0.645 -0.697 -2.007
H -1.406 0.167 1.587
H -1.726 -1.444 0.891
H -2.123 0.089 0.054
H 1.039 -3.505 -1.045
H 1.517 -2.439 0.006
C -1.896 2.359 -0.438
C -0.652 2.909 -1.149
C -0.958 4.282 -1.805
O -2.056 4.294 -2.720
C -2.135 5.497 -3.421
N 0.388 3.009 -0.130
H -2.105 2.969 0.441
H -1.730 1.336 -0.102
H -2.733 2.202 -1.118
H -0.223 2.280 -1.930
H -0.084 4.530 -2.409
H -1.048 5.054 -1.041
H -3.024 5.602 -4.043
H -1.229 5.611 -4.016
H -2.236 6.335 -2.731
H 0.426 2.150 0.401
H -0.086 3.653 0.487
C -1.294 -3.991 2.372
C 0.131 -3.481 2.428
C 0.187 -2.004 2.794
O 1.558 -1.498 2.909
C 1.685 -0.106 2.649
N 0.899 -4.304 3.385
H -1.324 -5.043 2.088
H -1.774 -3.480 1.538
H -1.914 -3.845 3.257
H 0.558 -3.656 1.441
H -0.348 -1.755 3.710
H -0.392 -1.422 2.077
H 2.736 0.121 2.471
H 1.249 0.393 3.514
H 1.291 0.305 1.719
H 0.889 -5.299 3.216
H 1.865 -4.008 3.385

Stability check: which of them is most stable? w.